(1)
C44H72F24O28S4 | wB97M-V/def2-TZVPD

```
172
Properties=species:S:1:pos:R:3:forces:R:3:lowdin_charge:R:1
O -2.78104 -3.56350 -1.81381 -1.84 0.55 -2.27 -0.326
S -3.47429 -3.39460 -3.10419 1.72 -0.12 0.30 0.727
O -4.80605 -3.93589 -3.37632 2.28 0.89 0.39 -0.285
O -3.48850 -1.73960 -3.40366 -0.66 -2.15 0.23 -0.273
C -4.26010 -1.35796 -4.56002 -0.55 1.12 -0.96 -0.283
C -4.14360 0.14658 -4.67684 1.01 0.31 0.44 -0.063
C -2.12741 -3.94216 -4.37093 -1.47 0.22 0.90 -0.058
H -5.33746 -1.52280 -4.54445 0.12 -0.94 0.73 0.122
H -3.87930 -1.82377 -5.46893 0.20 -0.23 0.08 0.110
H -4.67972 0.63220 -3.86145 -0.02 0.02 -0.08 0.068
H -4.46917 0.57546 -5.62456 -0.26 -0.41 -0.01 0.082
H -3.08726 0.39412 -4.57205 0.09 0.27 0.02 0.069
H -2.32192 -4.97874 -4.64617 -0.41 0.20 -0.20 0.065
H -1.15267 -3.94766 -3.88313 -0.29 0.56 0.28 0.040
H -2.19886 -3.23213 -5.19486 0.14 -0.32 -0.04 0.050
O 3.07824 -0.80082 0.23622 -1.39 0.44 0.23 -0.306
S 1.85032 -0.06804 0.52418 0.64 0.34 0.37 0.658
O 1.88335 1.38115 0.33222 -0.47 -2.19 0.08 -0.301
O 0.60257 -0.64598 -0.37387 1.18 1.23 1.08 -0.261
C 0.41243 -2.05498 -0.38297 0.51 -1.65 -0.89 -0.288
C -0.81394 -2.55788 0.27744 -1.02 0.83 0.80 -0.070
C 1.23620 -0.47633 2.24827 0.45 0.37 -2.17 -0.064
H 1.31220 -2.58663 -0.07337 0.18 0.21 -0.07 0.099
H 0.19141 -2.36046 -1.40568 0.77 0.49 -0.43 0.114
H -0.82661 -2.58727 1.36698 0.19 -0.15 0.04 0.080
H -1.08351 -3.51988 -0.15840 0.06 0.05 0.27 0.059
H -1.56887 -1.83826 -0.03931 -0.54 -0.20 0.12 0.079
H 1.85434 0.09717 2.93900 -0.49 0.21 -0.06 0.067
H 1.33364 -1.54472 2.44099 -0.03 0.04 -0.23 0.070
H 0.20653 -0.17035 2.06322 -0.03 0.18 1.01 0.038
O -0.37349 2.42641 1.88684 -1.81 2.62 -1.13 -0.317
S -1.18817 3.41969 1.13903 0.06 -1.16 0.56 0.693
O -2.65831 3.27982 1.13907 2.71 0.34 -0.12 -0.305
O -0.79846 4.92916 1.67441 1.56 -4.37 0.39 -0.270
C -1.37281 5.99764 1.01560 -1.24 -0.14 -1.16 -0.331
C -1.75412 6.91118 2.07606 -0.56 2.17 1.26 -0.058
C -0.54824 3.42739 -0.57200 -0.28 -0.52 0.77 -0.087
H -2.30438 5.62816 0.58690 -0.04 0.14 -0.58 0.116
H -0.71065 6.39750 0.24765 0.07 0.06 0.02 0.129
H -2.16650 6.37916 2.93338 -0.23 -0.13 -0.27 0.076
H -2.52238 7.56474 1.66287 0.00 0.36 0.32 0.093
H -0.93729 7.50239 2.49002 0.12 0.05 -0.25 0.086
H -0.54108 2.37459 -0.85428 -0.32 -0.07 -0.02 0.051
H 0.50750 3.69834 -0.58211 -0.18 0.42 0.17 0.065
H -1.20255 4.01062 -1.21994 0.21 0.07 0.13 0.076
O 2.44575 6.04921 5.82307 0.85 -0.22 0.69 -0.273
S 1.97204 5.64266 4.55628 -1.28 0.41 -2.83 0.691
O 1.51998 6.72617 3.63875 1.05 -2.90 1.41 -0.316
O 3.18340 4.67370 3.84784 -0.58 1.36 2.14 -0.274
C 3.14917 4.30556 2.48582 -0.74 -0.72 -1.36 -0.257
C 4.22824 3.19950 2.15235 0.57 1.68 0.43 -0.045
C 0.64725 4.37939 4.81221 0.87 0.15 -0.95 -0.094
H 3.30791 5.18822 1.86630 0.14 0.03 -0.02 0.107
H 2.12648 3.98067 2.29437 -0.04 -0.44 -0.40 0.096
H 4.08589 2.48037 1.34571 -1.09 -0.20 0.49 0.048
H 4.60823 2.76347 3.07625 -0.32 -0.35 -0.06 0.073
H 5.08352 3.73552 1.74091 0.30 0.29 0.27 0.068
H 1.11986 3.41045 4.97315 0.22 0.22 0.31 0.073
H 0.12780 4.28108 3.85899 -0.22 0.28 0.17 0.026
H -0.00708 4.63585 5.64538 0.23 0.27 -0.22 0.063
C -1.98357 2.34433 -6.82982 -0.07 -0.74 0.02 -0.055
C -0.81969 2.80839 -5.97435 0.01 0.81 -0.15 -0.196
O -0.45072 1.69830 -5.16429 0.86 -1.35 1.60 -0.002
C 0.60673 1.71389 -4.32533 2.20 4.96 -1.03 -0.290
O 1.43206 2.67379 -4.19459 -3.58 -4.04 -0.58 0.113
C 0.70825 0.42169 -3.51457 1.17 1.84 0.56 -0.522
F 0.87962 -0.60821 -4.33062 -0.54 -0.61 0.40 0.189
F 1.82108 0.55027 -2.74311 -1.33 -0.64 -0.36 0.140
F -0.40014 0.34168 -2.74738 0.72 -0.77 -0.46 0.158
H -2.19619 2.97954 -7.68971 0.30 0.00 0.07 0.085
H -2.92895 2.16873 -6.31648 0.15 0.52 0.46 0.054
H -1.72206 1.33363 -7.14316 0.12 0.06 -0.59 0.083
H -1.05986 3.64988 -5.32450 0.00 0.04 0.01 0.131
H 0.04606 3.08467 -6.57622 -0.06 0.06 -0.09 0.131
C -4.82682 -3.69192 0.65090 -1.42 -0.30 -0.64 -0.071
C -3.96323 -3.86083 1.82349 2.02 1.28 0.61 -0.266
O -4.59319 -4.65049 2.80087 -0.70 -1.90 3.35 0.020
C -4.13244 -4.68777 4.13807 2.84 3.48 -4.06 -0.272
O -3.19126 -3.97580 4.45362 -1.77 -1.61 0.28 0.150
C -4.84974 -5.61179 5.07135 -1.24 -1.07 0.13 -0.602
F -4.73660 -6.89910 4.70460 -0.04 0.23 -0.42 0.171
F -4.41309 -5.52360 6.29058 1.27 0.31 1.21 0.206
F -6.13739 -5.28918 5.15237 -0.78 0.04 -0.70 0.178
H -5.14516 -4.64090 0.21939 0.53 -0.21 -0.25 0.090
H -4.29027 -3.09160 -0.08385 -0.29 -0.07 0.02 0.052
H -5.79096 -3.26263 0.92338 0.16 0.59 0.08 0.085
H -3.65338 -2.89321 2.21820 -0.61 0.31 0.42 0.108
H -2.97411 -4.21459 1.53260 -0.02 -1.00 0.07 0.118
C 4.76307 -1.31857 3.10664 0.20 -0.10 -1.31 -0.045
C 5.92216 -0.63271 2.34611 -1.19 -0.31 1.28 -0.186
O 7.00541 -1.55086 2.63196 2.56 0.29 -1.40 -0.015
C 8.30054 -1.23271 2.20502 -2.76 3.09 0.26 -0.293
O 8.57893 -0.18193 1.64627 -0.23 -2.54 0.86 0.153
C 9.34011 -2.22372 2.72767 -0.64 -0.70 -0.57 -0.608
F 10.14469 -2.53562 1.74103 0.77 -0.37 -1.19 0.189
F 10.08173 -1.69100 3.66610 0.12 0.46 1.08 0.205
F 8.78317 -3.36160 3.16226 -0.01 0.22 0.29 0.166
H 5.03135 -1.58106 4.12997 -0.31 0.46 0.02 0.089
H 4.56064 -2.24810 2.57458 0.22 -0.32 0.07 0.063
H 3.82551 -0.79210 2.92799 0.22 0.40 0.70 0.040
H 6.11985 0.36972 2.72578 0.39 -0.12 0.18 0.118
H 5.60138 -0.50645 1.31206 0.70 -0.48 -0.30 0.115
C 5.32291 4.20499 -1.84331 -0.57 -0.16 0.87 -0.031
C 3.93536 3.81582 -1.36055 0.56 -0.66 0.49 -0.211
O 2.92792 4.56743 -1.99778 -1.73 0.84 -0.86 0.036
C 2.71824 5.81931 -1.63067 2.82 0.86 2.62 -0.358
O 3.33239 6.43541 -0.75206 -1.40 -1.50 -1.77 0.140
C 1.69302 6.56851 -2.44443 -0.69 -0.03 -1.27 -0.592
F 1.15012 7.54835 -1.75193 -0.36 0.10 0.60 0.189
F 2.20565 7.11130 -3.54050 1.21 0.49 -0.43 0.180
F 0.74548 5.76848 -2.92595 -0.95 -0.72 0.52 0.157
H 5.46150 5.26761 -1.64392 0.33 -0.12 0.12 0.079
H 5.54634 4.00755 -2.89174 -0.28 -0.24 0.11 0.085
H 5.92219 3.58142 -1.17989 0.77 0.30 -0.27 0.085
H 3.81349 3.88721 -0.27975 0.29 0.72 0.00 0.091
H 3.71009 2.75736 -1.49092 -0.16 0.07 -0.77 0.124
C 1.62263 -5.76645 -6.53566 -0.19 -0.78 0.58 -0.054
C 1.47484 -5.42280 -5.07083 -0.17 0.30 0.34 -0.219
O 2.24188 -4.23185 -4.87837 1.49 2.00 1.89 -0.005
C 2.44357 -3.70075 -3.61073 -0.37 -1.24 -0.60 -0.310
O 1.85684 -4.01738 -2.61563 -0.18 -0.24 -0.49 0.151
C 3.57031 -2.60135 -3.47725 -1.30 -2.48 -1.02 -0.557
F 3.26876 -1.80668 -2.51146 0.13 0.76 1.48 0.199
F 4.75181 -3.25082 -3.18402 -0.96 1.29 -1.03 0.142
F 3.50744 -1.89570 -4.59629 1.58 0.22 -0.64 0.180
H 1.08136 -5.04291 -7.14525 0.32 -0.08 -0.13 0.084
H 1.18826 -6.75848 -6.65937 -0.27 0.02 -0.24 0.081
H 2.67084 -5.89174 -6.80704 -0.05 0.42 -0.09 0.086
H 1.82873 -6.18237 -4.37377 0.07 -0.13 -0.15 0.133
H 0.43845 -5.20086 -4.81636 -0.08 -0.12 0.00 0.097
C -3.49779 0.59684 -0.78900 1.87 -0.31 -0.79 -0.054
C -4.93230 0.20811 -0.85281 0.66 -0.53 -0.55 -0.210
O -5.61352 0.86848 0.15830 -1.94 1.43 2.06 0.033
C -5.72147 0.42500 1.40643 1.07 -2.56 0.29 -0.312
O -5.20213 -0.60182 1.85313 -1.05 2.30 -0.86 0.120
C -6.71201 1.32160 2.24541 1.24 -1.53 -3.00 -0.570
F -6.47943 2.56337 1.89085 -0.53 1.14 0.33 0.195
F -7.95888 0.94751 1.83143 0.45 0.51 1.01 0.149
F -6.50116 1.14692 3.50967 -0.64 -0.06 1.09 0.219
H -2.98294 0.36086 0.14232 -0.36 0.13 0.24 0.078
H -3.29143 1.62984 -1.06900 -0.50 0.26 0.47 0.080
H -2.91818 0.06976 -1.54686 -0.15 -0.46 -0.16 0.060
H -5.11745 -0.86316 -0.77399 0.19 -0.08 -0.07 0.126
H -5.35542 0.60444 -1.77586 -0.20 -0.25 0.04 0.119
C -2.23988 0.00005 3.64906 -0.49 -0.39 0.50 -0.057
C -3.39916 0.31047 4.60410 1.44 -0.43 -0.07 -0.186
O -3.66581 1.71825 4.55296 -0.27 3.36 0.93 -0.014
C -2.96885 2.72566 5.20272 2.91 -3.14 0.02 -0.266
O -1.93616 2.53342 5.85458 -2.80 0.57 -1.35 0.123
C -3.45522 4.19256 4.95451 1.21 -0.55 -1.03 -0.564
F -3.86792 4.39119 3.68687 0.17 -0.13 0.67 0.156
F -4.39227 4.47884 5.78975 -2.08 0.26 1.07 0.217
F -2.46542 5.06638 5.22687 0.09 -0.52 -0.56 0.145
H -2.51744 0.45772 2.69953 0.65 0.00 -0.13 0.068
H -2.10333 -1.07597 3.54129 -0.51 -0.21 -0.20 0.070
H -1.28201 0.28904 4.08156 -0.12 0.76 -0.29 0.075
H -3.11810 -0.03261 5.59979 -0.34 0.28 0.20 0.128
H -4.32445 -0.15198 4.26047 0.11 0.09 0.15 0.105
C 4.14878 -4.37672 -0.02500 -1.89 0.15 -0.28 -0.023
C 2.91020 -4.72016 0.87033 2.67 0.39 1.88 -0.218
O 1.93437 -5.50321 0.27108 -1.31 -1.49 -1.84 0.025
C 0.77025 -5.77671 0.86141 0.02 3.05 1.94 -0.328
O 0.41817 -5.27302 1.93422 0.53 -1.69 -2.48 0.124
C -0.18658 -6.66049 -0.01237 1.90 0.71 0.64 -0.566
F 0.36691 -6.98373 -1.19472 -0.66 0.41 0.14 0.159
F -0.32054 -7.76636 0.67843 -0.72 -1.26 0.37 0.193
F -1.35793 -6.06174 -0.15380 -0.01 -0.13 -0.44 0.183
H 4.95854 -3.87766 0.50730 -0.37 0.00 0.46 0.075
H 3.75270 -3.67012 -0.75434 0.55 -0.21 -0.43 0.040
H 4.57922 -5.27748 -0.46254 -0.26 0.06 -0.23 0.085
H 2.47131 -3.84043 1.34101 -0.02 0.10 -0.17 0.107
H 3.36230 -5.31888 1.66104 -0.39 -0.03 0.52 0.129
```
Forces are in eV/Å.

Values from the calculation:
HOMO energy   -10.662 eV
Maximum force   6.057 eV/Å
E   -7815.93473 Ha
Orbital gap   10.4 eV
SMILES   CCOC(=O)C(F)(F)F.CCOC(=O)C(F)(F)F.CCOC(=O)C(F)(F)F.CCOC(=O)C(F)(F)F.CCOC(=O)C(F)(F)F.CCOC(=O)C(F)(F)F.CCOC(=O)C(F)(F)F.CCOC(=O)C(F)(F)F.CCOS(C)(=O)=O.CCOS(C)(=O)=O.CCOS(C)(=O)=O.CCOS(C)(=O)=O
Relative energy (zero: lowest compared OMol25 entry of this formula, charge and spin)   85.65 kcal per mole



(2)
C33H23F5GeN2O3PdSe | wB97M-V/def2-TZVPD

```
69
Properties=species:S:1:pos:R:3:forces:R:3:lowdin_charge:R:1
Pd 0.51586 0.42556 -0.47293 0.16 1.96 -0.77 0.844
C 4.65035 -0.03943 -1.94677 0.12 0.05 0.01 -0.058
O 5.17918 -0.40463 -0.67198 -0.10 -0.13 0.02 -0.071
C 4.56004 -0.10439 0.50497 0.11 0.10 -0.19 -0.208
C 5.35727 -0.20381 1.62187 -0.01 -0.03 0.11 0.006
C 4.85260 0.00317 2.90937 0.10 0.01 -0.01 -0.088
C 3.54692 0.37430 3.05791 -0.10 0.13 0.00 -0.062
C 2.70843 0.53764 1.93456 0.05 -0.14 0.02 -0.141
C 1.38155 1.01341 2.20883 0.14 0.26 0.18 -0.052
N 0.46944 1.24588 1.33870 -0.40 -0.88 -0.18 -0.100
N -0.80720 1.62092 1.74875 0.18 0.06 0.30 0.097
C -1.69936 1.30447 0.86589 0.16 -0.19 -0.09 -0.436
O -1.44218 0.75719 -0.30237 -0.12 -0.01 0.20 -0.220
C -3.12940 1.50831 1.20437 0.00 0.03 -0.12 -0.152
C -4.07764 1.49579 0.18605 0.01 -0.03 -0.04 -0.025
C -5.42312 1.64609 0.48783 0.04 0.00 0.02 -0.072
C -5.82256 1.80423 1.80710 -0.03 0.05 0.02 -0.085
C -4.87780 1.81118 2.82597 0.04 -0.04 -0.04 -0.078
C -3.53228 1.66479 2.52805 -0.07 0.02 0.02 -0.029
C 3.18786 0.24475 0.63167 -0.28 0.06 -0.08 -0.241
O 2.46387 0.27600 -0.46518 0.21 -0.20 0.06 -0.242
H 5.46526 -0.22615 -2.64358 0.02 0.03 0.01 0.093
H 4.37155 1.01256 -1.98179 -0.03 0.00 0.01 0.088
H 3.79303 -0.64900 -2.22097 -0.03 0.01 0.02 0.073
H 6.39829 -0.45962 1.46939 -0.03 -0.06 -0.01 0.123
H 5.49622 -0.10463 3.77151 0.01 -0.01 -0.02 0.102
H 3.13949 0.57147 4.04230 0.00 0.01 -0.01 0.109
H 1.13063 1.21977 3.24757 -0.02 0.07 -0.02 0.138
H -3.74661 1.36767 -0.83647 -0.03 0.00 0.01 0.109
H -6.15866 1.63384 -0.30595 0.01 0.03 0.00 0.104
H -6.87165 1.93057 2.04408 0.01 -0.04 -0.01 0.102
H -5.19201 1.91497 3.85631 0.00 0.04 0.00 0.102
H -2.78926 1.66019 3.31324 0.02 0.01 -0.02 0.107
F -0.48100 6.22587 -0.02181 -0.02 0.01 -0.01 0.145
C -0.25881 5.10671 -0.69923 0.06 0.05 0.02 -0.128
C 1.03369 4.63643 -0.84843 0.06 0.00 0.04 -0.139
F 2.05300 5.31624 -0.32534 -0.01 -0.02 0.05 0.132
C 1.25605 3.46287 -1.54223 -0.03 -0.15 -0.18 -0.267
F 2.50490 3.01759 -1.64205 0.07 0.09 0.01 0.090
C 0.21199 2.74528 -2.12113 -0.15 0.28 -0.11 -0.502
Se 0.52169 1.12677 -3.08298 0.01 -0.80 1.23 0.861
C -1.07275 3.26317 -1.98483 0.09 -0.21 0.01 -0.271
F -2.10995 2.62758 -2.52188 -0.05 0.08 -0.03 0.090
C -1.31451 4.41942 -1.27005 -0.16 0.05 -0.02 -0.139
F -2.55520 4.88693 -1.13859 0.00 -0.01 0.01 0.132
Ge 0.15751 -1.47297 -1.90702 0.19 -1.63 -0.32 0.813
C -1.53050 -2.37742 -2.21842 -0.28 0.50 -0.04 -0.338
C -2.66243 -2.17609 -1.42983 -0.03 0.01 0.00 -0.102
C -3.72495 -3.06565 -1.49989 0.04 -0.01 -0.02 -0.077
C -3.66530 -4.15421 -2.36090 -0.01 0.00 0.00 -0.086
C -2.56251 -4.33223 -3.18318 0.04 0.02 0.02 -0.085
C -1.49878 -3.44094 -3.11784 0.00 0.07 0.06 -0.124
C 0.85693 -2.38281 -0.29366 0.09 0.49 0.17 -0.341
C 0.21428 -2.20053 0.93595 -0.10 -0.38 -0.02 -0.134
C 0.75838 -2.72095 2.10261 0.02 0.00 -0.03 -0.080
C 1.94792 -3.43472 2.05350 0.00 0.04 0.01 -0.080
C 2.59831 -3.61444 0.84013 0.00 -0.01 -0.02 -0.076
C 2.07070 -3.06681 -0.32081 -0.05 0.05 -0.10 -0.113
H 1.09163 -1.93573 -3.04117 0.05 0.34 -0.08 -0.008
H -2.71492 -1.32377 -0.76237 0.03 -0.02 0.01 0.083
H -4.59548 -2.91648 -0.87390 0.00 0.01 0.00 0.105
H -4.48020 -4.86644 -2.38751 -0.02 0.03 -0.05 0.102
H -2.52328 -5.16999 -3.86756 0.00 0.01 -0.01 0.103
H -0.63305 -3.57850 -3.75633 -0.02 -0.08 0.00 0.089
H -0.74635 -1.69821 0.97932 0.02 0.08 0.02 0.091
H 0.25648 -2.56281 3.04930 -0.02 -0.03 -0.01 0.107
H 2.37036 -3.84556 2.96165 0.01 0.01 -0.01 0.104
H 3.52465 -4.17317 0.79718 0.01 0.03 0.01 0.106
H 2.60336 -3.17750 -1.25903 0.03 -0.02 0.03 0.098
```
Forces are in eV/Å.

Values from the calculation:
HOMO energy   -7.848 eV
Maximum force   2.106 eV/Å
E   -6712.03542 Ha
Orbital gap   6.1 eV
Relative energy (zero: lowest compared OMol25 entry of this formula, charge and spin)   0.00 kcal per mole



(3)
C2H8IMgN4O2 | wB97M-V/def2-TZVPD

```
18
Properties=species:S:1:pos:R:3:forces:R:3:lowdin_charge:R:1
Mg -26.49608 -15.73979 -14.49344 -0.90 -0.75 0.39 0.995
I -29.62242 -18.28263 -13.22887 0.92 0.75 -0.37 0.002
C -36.19741 -16.64820 -15.19353 -0.91 -3.45 2.78 -0.687
O -36.57734 -17.59355 -14.45333 1.13 1.87 -1.41 -0.018
N -34.90268 -16.27503 -15.35385 0.22 0.68 -0.45 0.140
N -37.06944 -15.91451 -15.88273 -0.66 1.22 -1.05 0.149
H -34.80912 -15.53114 -16.03058 0.93 -0.32 0.25 0.090
H -34.12261 -16.82730 -15.02735 -0.49 0.14 -0.19 0.106
H -38.06086 -16.00786 -15.71396 0.38 -0.06 -0.04 0.122
H -36.71501 -15.16766 -16.46299 -0.61 -0.08 0.10 0.100
C -30.27405 -14.88666 -7.42395 3.04 1.96 3.53 -0.810
O -29.96222 -14.18757 -6.46631 -0.01 -0.44 0.05 0.043
N -31.33773 -14.78153 -8.09427 -7.69 2.63 -4.07 0.154
N -29.55900 -15.83723 -7.95661 3.47 -3.05 -0.76 0.150
H -31.90652 -13.94938 -8.03024 0.19 0.07 0.84 0.129
H -31.43098 -15.06217 -9.06001 0.41 -0.59 0.29 0.112
H -28.85668 -16.25682 -7.36434 -0.01 -0.13 -0.48 0.122
H -29.96509 -16.31459 -8.74865 0.57 -0.46 0.59 0.102
```
Forces are in eV/Å.

Values from the calculation:
HOMO energy   -11.345 eV
Maximum force   9.089 eV/Å
E   -947.94680 Ha
Orbital gap   2.2 eV
Relative energy (zero: lowest compared OMol25 entry of this formula, charge and spin)   131.70 kcal per mole
Net charge   +1